1.
{"formula": "C4H8FIO", "method": "ωB97M-V/def2-TZVPD", "orbital_gap_ev": 7.600, "lumo_energy_ev": -0.223, "charge": 0, "e_homo_ev": -7.8, "symbols": ["C", "C", "C", "C", "O", "F", "I", "H", "H", "H", "H", "H", "H", "H", "H"], "coordinates": [[1.8472, 1.3337, 1.1435], [-2.3962, -2.2486, -0.7547], [0.4432, 1.3898, 0.5375], [-0.5372, 0.7936, 1.5403], [0.3878, 0.6802, -0.6866], [-1.5624, 1.6628, 1.7405], [-1.3193, -1.1616, 0.9199], [1.8299, 1.7353, 2.1524], [2.1893, 0.3013, 1.1830], [2.5430, 1.9225, 0.5428], [-1.7060, -2.3402, -1.5785], [-2.6735, -3.2088, -0.3454], [-3.2628, -1.6593, -1.0157], [0.1674, 2.4444, 0.3632], [1.2237, 0.7939, -1.1541]], "nbo_charge": [-0.626, -0.785, -0.055, 0.157, -0.720, -0.368, 0.462, 0.227, 0.219, 0.207, 0.214, 0.216, 0.215, 0.164, 0.473]}

***

2.
{"formula": "C7H17N2", "method": "ωB97M-V/def2-TZVPD", "orbital_gap_ev": 9.971, "lumo_energy_ev": -2.691, "charge": 1, "e_homo_ev": -12.7, "symbols": ["C", "C", "C", "C", "C", "C", "C", "N", "N", "H", "H", "H", "H", "H", "H", "H", "H", "H", "H", "H", "H", "H", "H", "H", "H", "H"], "coordinates": [[-2.0732, 0.5778, 0.2769], [-1.2685, -0.3399, -0.2542], [-3.3608, 0.9377, -0.3041], [2.4362, 0.3634, 0.8088], [0.7303, 1.5137, -0.6290], [0.1494, -2.0833, 0.7510], [1.5111, 0.2274, -0.3656], [1.7787, -0.6378, -1.3509], [-0.0862, -0.6841, 0.4740], [-1.6119, 1.2208, 1.1055], [-1.4560, -0.8843, -1.1249], [-3.4765, 1.9410, -0.6427], [-4.0924, 0.7778, 0.5946], [-3.7288, 0.2324, -1.0081], [2.5107, -0.6241, 1.3770], [3.4324, 0.4977, 0.4765], [2.1473, 0.9752, 1.6035], [0.5324, 2.0534, 0.3464], [1.4234, 2.1674, -1.0267], [-0.1203, 1.3576, -1.2317], [0.8990, -2.3321, 1.4223], [-0.7976, -2.5189, 0.9579], [0.6767, -2.5136, -0.2026], [2.5025, -1.3765, -1.2009], [1.4038, -0.6769, -2.2470], [-0.0617, -0.1718, 1.3940]], "nbo_charge": [-0.132, -0.093, -0.657, -0.690, -0.665, -0.423, 0.473, -0.783, -0.520, 0.201, 0.219, 0.241, 0.241, 0.230, 0.234, 0.264, 0.247, 0.235, 0.250, 0.245, 0.227, 0.230, 0.197, 0.412, 0.419, 0.399]}

***

3.
{"formula": "C11H14F4N2O7S", "method": "ωB97M-V/def2-TZVPD", "smiles": "NCCCN(COC(F)(F)F)S(=O)(=O)F.O=C1C=C(O)C(=O)C=C1O", "orbital_gap_ev": 8.252, "lumo_energy_ev": -1.410, "charge": 0, "e_homo_ev": -9.7, "symbols": ["N", "C", "C", "C", "N", "C", "O", "C", "F", "F", "F", "S", "O", "O", "F", "H", "H", "H", "H", "H", "H", "H", "H", "H", "H", "O", "C", "C", "C", "O", "C", "O", "C", "C", "O", "H", "H", "H", "H"], "coordinates": [[2.0016, -2.7480, 3.1412], [1.7591, -2.1856, 1.8062], [0.6960, -2.9338, 1.0295], [-0.6715, -2.9819, 1.6763], [-1.4455, -1.7077, 1.4695], [-1.4343, -0.8638, 2.6994], [-1.4493, 0.5150, 2.4095], [-0.2848, 1.0452, 1.9748], [0.7290, 0.8396, 2.8449], [0.0986, 0.5589, 0.7769], [-0.4571, 2.3712, 1.8464], [-3.0211, -2.0973, 1.1322], [-3.0982, -2.8524, -0.0616], [-3.8388, -0.9524, 1.2847], [-3.3703, -3.0755, 2.3053], [2.5602, -2.0841, 3.6555], [1.1440, -2.8757, 3.6586], [2.6903, -2.2634, 1.2553], [1.5310, -1.1233, 1.8501], [0.5922, -2.4332, 0.0731], [1.0337, -3.9452, 0.8342], [-0.6632, -3.2614, 2.7257], [-1.2316, -3.7565, 1.1682], [-2.3366, -1.0340, 3.2686], [-0.6072, -1.1361, 3.3426], [2.1716, 0.8092, -3.0267], [1.4603, 1.7861, -3.1683], [0.6890, 2.3865, -2.0949], [-0.0822, 3.4530, -2.3437], [-0.8104, 4.0504, -1.4114], [-0.1800, 4.0577, -3.7169], [-0.9145, 5.0145, -3.8661], [0.6098, 3.4702, -4.7871], [1.3822, 2.4057, -4.5358], [2.1291, 1.8196, -5.4624], [0.7652, 1.9423, -1.1137], [-1.2708, 4.7852, -1.8582], [0.5447, 3.9218, -5.7666], [2.5795, 1.0792, -5.0151]], "nbo_charge": [-0.833, -0.224, -0.423, -0.236, -0.667, 0.061, -0.494, 1.167, -0.331, -0.323, -0.302, 2.531, -0.897, -0.896, -0.488, 0.361, 0.338, 0.200, 0.171, 0.231, 0.222, 0.188, 0.235, 0.213, 0.197, -0.542, 0.475, -0.393, 0.327, -0.622, 0.474, -0.535, -0.389, 0.323, -0.626, 0.248, 0.507, 0.245, 0.507]}

***

4.
{"formula": "C5H7ClN2S", "method": "ωB97M-V/def2-TZVPD", "orbital_gap_ev": [7.555, 7.662], "lumo_energy_ev": [0.433, -2.054], "charge": 0, "e_homo_ev": [-7.1, -9.7], "spin_multiplicity": 3, "symbols": ["C", "C", "C", "C", "C", "N", "N", "S", "Cl", "H", "H", "H", "H", "H", "H", "H"], "coordinates": [[0.4615, 0.2772, -1.8295], [1.2689, -0.7686, -1.5131], [1.4667, -1.6819, -0.3621], [-1.1954, 1.3720, 0.8019], [-1.4874, 0.7144, -0.4946], [0.7144, 0.9315, -2.9340], [1.7068, 0.4549, -3.5539], [2.4047, -0.8282, -2.7970], [-1.8792, -0.9327, -0.2883], [2.2671, -1.0826, 0.2928], [0.6299, -1.9832, 0.4230], [1.9140, -2.5251, -0.8515], [-0.3097, 2.0404, 0.5885], [-0.9364, 0.7811, 1.5864], [-2.0785, 2.0468, 1.1433], [-2.0864, 1.2989, -1.1010]], "nbo_charge": [0.249, -0.344, -0.653, -0.678, -0.155, -0.254, -0.372, 0.625, 0.016, 0.233, 0.258, 0.226, 0.223, 0.216, 0.224, 0.188]}

***

5.
{"formula": "C7H10", "method": "ωB97M-V/def2-TZVPD", "smiles": "C#CC[C@@H]1C[C@@H]1C", "orbital_gap_ev": 10.211, "lumo_energy_ev": 1.091, "charge": 0, "e_homo_ev": -9.1, "symbols": ["C", "C", "C", "C", "C", "C", "C", "H", "H", "H", "H", "H", "H", "H", "H", "H", "H"], "coordinates": [[-2.9969, 0.8127, -1.1991], [-1.8600, 0.4063, -1.1493], [-0.4455, -0.0001, -1.1866], [0.5380, 0.6776, -0.2484], [1.8796, 0.0729, -0.0559], [0.9999, 0.1363, 1.1447], [0.1425, -1.0310, 1.5477], [-3.9958, 1.1964, -1.2628], [-0.3274, -1.0587, -1.4553], [0.1720, 0.5660, -1.9351], [0.3915, 1.7509, -0.3208], [2.7306, 0.7357, -0.1115], [2.0478, -0.9106, -0.4856], [1.2201, 0.9011, 1.8903], [0.6065, -2.0177, 1.4677], [-0.2836, -0.9081, 2.5463], [-0.6785, -1.0140, 0.8221]], "nbo_charge": [-0.238, -0.015, -0.527, -0.212, -0.418, -0.234, -0.616, 0.238, 0.244, 0.274, 0.219, 0.221, 0.211, 0.217, 0.204, 0.221, 0.212]}